(1)
DFT (ωB97M-V/def2-TZVPD) results for an isolated ion of composition C5H9N2OS2 and charge +1.

Geometry (Å):
1 N -0.287 -0.429 2.776
2 C -0.033 -0.496 1.348
3 S 1.506 0.510 0.970
4 C 1.318 1.016 -0.801
5 C 1.146 -0.090 -1.775
6 S 1.802 0.056 -3.467
7 C -0.081 0.770 -1.444
8 N -1.149 0.453 -0.594
9 C -1.129 0.173 0.675
10 O -2.194 0.542 1.400
11 H 0.077 -1.236 3.140
12 H 0.224 0.319 3.282
13 H 0.062 -1.412 0.799
14 H 1.889 1.960 -0.860
15 H 1.099 -1.192 -1.427
16 H 2.980 0.681 -2.971
17 H -0.523 1.483 -2.204
18 H -2.072 0.701 -0.934
19 H -2.054 0.296 2.275

Results
E	-1176.73929	a.u.
ΔE to the lowest compared entry with this formula, charge and spin	0.0000	eV
structure (SMILES)	N[C@@H]1S[C@H]2[C@H](S)[C@H]2[NH+]=C1O
net charge	+1


(2)
DFT (ωB97M-V/def2-TZVPD) results for C6H7AgNaO4 as an isolated structure.

Geometry (Å):
1 C -1.335 -0.987 0.011
2 C -0.318 -0.371 0.527
3 C 0.962 -0.782 1.147
4 C 2.091 -1.010 0.115
5 O 2.500 0.152 -0.513
6 Na 4.601 0.261 -0.897
7 H 0.796 -1.703 1.721
8 H 1.293 0.006 1.842
9 H 1.736 -1.767 -0.615
10 H 2.902 -1.512 0.685
11 C -1.569 2.038 0.235
12 O -2.687 0.843 -0.731
13 C -2.401 -0.393 -0.728
14 O -3.222 -1.139 -1.431
15 H -1.709 3.049 -0.167
16 H -2.103 1.871 1.186
17 H -2.791 -1.957 -1.721
18 O -0.349 1.564 0.344
19 Ag 1.601 1.836 -1.009

Results
E	-842.67399	a.u.
net charge	+1


(3)
DFT (ωB97M-V/def2-TZVPD) results for a 2-piece molecular cluster, C4H13NOS2 overall.

Geometry (Å):
1 C -2.301 0.276 1.255
2 S -2.247 -1.398 0.425
3 S -0.295 -2.094 0.531
4 C 0.140 -1.766 -1.227
5 C 1.360 -0.485 -1.416
6 C 0.609 0.983 -1.373
7 N 2.471 -0.715 -0.450
8 H -3.217 0.681 0.800
9 H -2.524 0.219 2.394
10 H -1.358 0.803 1.044
11 H 0.535 -2.630 -1.714
12 H -0.678 -1.546 -1.845
13 H 1.690 -0.739 -2.396
14 H -0.319 0.943 -0.721
15 H 0.383 1.118 -2.402
16 H 1.281 1.722 -0.929
17 H 2.223 -0.431 0.427
18 H 3.503 -0.527 -0.785
19 O -0.489 2.041 3.111
20 H -0.828 2.318 2.243
21 H 0.060 1.225 3.028

Results
E	-1086.50358	a.u.
ΔE to the lowest compared entry with this formula, charge and spin	2.1149	eV
structure (SMILES)	CSSC[C@@H](C)N.O


(4)
DFT (ωB97M-V/def2-TZVPD) results for a 2-piece molecular cluster, C18H20F3NO2S overall.

Geometry (Å):
1 C -2.249 -3.121 1.661
2 C -1.297 -2.118 0.973
3 C 0.137 -2.252 1.551
4 C -1.310 -2.347 -0.575
5 C -2.285 -1.739 -1.365
6 C -2.351 -2.007 -2.736
7 C -1.460 -2.898 -3.329
8 C -0.437 -3.443 -2.558
9 C -0.353 -3.155 -1.190
10 O -1.859 -0.964 1.308
11 S -0.425 1.071 1.130
12 C -2.050 1.822 0.851
13 F -2.800 1.576 1.938
14 F -1.920 3.186 0.717
15 F -2.679 1.364 -0.258
16 H -1.930 -4.153 1.519
17 H -2.314 -2.845 2.711
18 H -3.239 -2.961 1.235
19 H 0.482 -3.294 1.503
20 H 0.835 -1.623 0.986
21 H 0.135 -1.878 2.590
22 H -2.980 -1.035 -0.898
23 H -3.123 -1.520 -3.323
24 H -1.540 -3.130 -4.390
25 H 0.299 -4.112 -3.008
26 H 0.464 -3.572 -0.587
27 C 0.316 0.809 -2.222
28 C 1.018 0.921 -0.929
29 C 0.534 2.033 -0.019
30 N 1.682 2.639 0.694
31 C 2.374 1.911 1.606
32 C 3.537 2.411 2.163
33 C 3.921 3.720 1.863
34 C 3.102 4.497 1.038
35 C 1.950 3.950 0.492
36 O 1.935 0.215 -0.549
37 H -0.673 1.273 -2.162
38 H 0.905 1.389 -2.944
39 H 0.207 -0.242 -2.497
40 H -0.021 2.804 -0.523
41 H 1.959 0.925 1.813
42 H 4.111 1.754 2.811
43 H 4.839 4.129 2.271
44 H 3.329 5.529 0.780
45 H 1.226 4.483 -0.147

Results
E	-1600.78801	a.u.
ΔE to the lowest compared entry with this formula, charge and spin	0.0000	eV


(5)
DFT (ωB97M-V/def2-TZVPD) results for C47H62F2N2OP3PrSi as an isolated structure.

Geometry (Å):
1 Pr -0.684 -1.304 -0.142
2 C 0.627 -2.845 4.399
3 C 1.615 -2.281 3.386
4 C 2.927 -3.057 3.322
5 P 1.975 -0.434 3.394
6 C 3.101 -0.177 4.905
7 C 3.229 1.320 5.179
8 C 2.886 -0.916 6.224
9 C 0.361 0.318 3.870
10 C -0.190 0.223 5.143
11 C -1.362 0.884 5.465
12 C -1.999 1.664 4.515
13 C -1.474 1.746 3.240
14 C -0.294 1.090 2.902
15 Si 0.277 1.188 1.071
16 C 2.115 1.746 0.949
17 C 2.662 2.511 1.973
18 C 3.946 3.012 1.879
19 C 4.716 2.725 0.762
20 C 4.185 1.965 -0.262
21 C 2.877 1.490 -0.187
22 P 2.074 0.609 -1.585
23 C 2.509 1.906 -2.881
24 C 1.806 3.214 -2.529
25 C 2.162 1.461 -4.295
26 C 3.370 -0.701 -1.984
27 C 2.713 -1.745 -2.886
28 C 3.878 -1.323 -0.686
29 C -0.562 2.809 0.393
30 C -0.133 4.012 0.946
31 C -0.728 5.212 0.608
32 C -1.775 5.225 -0.296
33 C -2.197 4.044 -0.878
34 C -1.591 2.833 -0.548
35 P -2.127 1.225 -1.267
36 C -4.018 1.345 -1.247
37 C -4.766 2.047 -2.377
38 C -4.465 1.913 0.103
39 C -1.544 1.425 -3.055
40 C -1.744 2.766 -3.752
41 C -2.080 0.277 -3.906
42 H 0.410 -3.878 4.130
43 H -0.311 -2.300 4.349
44 H 0.992 -2.832 5.422
45 H 1.141 -2.394 2.404
46 H 3.465 -3.059 4.267
47 H 3.577 -2.627 2.562
48 H 2.722 -4.091 3.052
49 H 4.060 -0.526 4.493
50 H 2.259 1.750 5.423
51 H 3.634 1.832 4.312
52 H 3.898 1.493 6.022
53 H 2.030 -0.530 6.770
54 H 3.763 -0.757 6.851
55 H 2.768 -1.985 6.087
56 H 0.287 -0.386 5.891
57 H -1.786 0.782 6.452
58 H -2.899 2.206 4.765
59 H -1.983 2.338 2.494
60 H 2.071 2.715 2.854
61 H 4.353 3.624 2.673
62 H 5.727 3.098 0.686
63 H 4.797 1.744 -1.125
64 H 3.593 2.069 -2.831
65 H 0.731 3.075 -2.448
66 H 1.999 3.958 -3.300
67 H 2.162 3.611 -1.580
68 H 1.112 1.195 -4.385
69 H 2.766 0.607 -4.588
70 H 2.372 2.270 -4.992
71 H 4.206 -0.231 -2.517
72 H 1.895 -2.234 -2.358
73 H 3.433 -2.503 -3.193
74 H 2.292 -1.288 -3.779
75 H 3.036 -1.638 -0.070
76 H 4.457 -0.605 -0.111
77 H 4.513 -2.184 -0.892
78 H 0.673 4.009 1.661
79 H -0.389 6.130 1.066
80 H -2.261 6.154 -0.554
81 H -3.004 4.068 -1.592
82 H -4.297 0.284 -1.281
83 H -4.602 3.121 -2.395
84 H -5.833 1.887 -2.226
85 H -4.510 1.635 -3.347
86 H -4.308 2.990 0.139
87 H -3.909 1.458 0.921
88 H -5.525 1.713 0.258
89 H -0.462 1.262 -2.929
90 H -2.794 2.970 -3.928
91 H -1.247 2.739 -4.722
92 H -1.320 3.588 -3.182
93 H -3.140 0.395 -4.110
94 H -1.929 -0.679 -3.400
95 H -1.560 0.242 -4.863
96 F -0.837 -2.225 1.705
97 C -3.215 -0.952 2.174
98 F -4.043 -2.012 2.112
99 H -3.053 -0.587 3.174
100 C 0.972 -3.589 -0.270
101 H 1.992 -3.468 0.069
102 H 0.915 -4.063 -1.243
103 H 0.357 -4.099 0.465
104 N -5.046 -8.111 -6.035
105 C -4.492 -7.266 -5.488
106 C -3.799 -6.234 -4.826
107 C -3.949 -6.050 -3.448
108 C -3.236 -5.060 -2.810
109 C -2.361 -4.240 -3.534
110 C -2.238 -4.410 -4.916
111 C -2.949 -5.398 -5.557
112 C -1.613 -3.260 -2.843
113 C -0.952 -2.393 -2.294
114 H -4.623 -6.690 -2.896
115 H -3.338 -4.907 -1.745
116 H -1.575 -3.763 -5.473
117 H -2.861 -5.543 -6.625
118 O -2.826 -0.942 -0.048
119 N -2.639 -0.443 1.178

Results
⟨S²⟩	2.111
E	-4042.95997	a.u.
ΔE to the lowest compared entry with this formula, charge and spin	1.8795	eV
2S+1	3


(6)
DFT (ωB97M-V/def2-TZVPD) results for C2H10N3PtS as an isolated structure.

Geometry (Å):
1 C 1.240 1.626 0.034
2 Pt -0.185 0.192 -0.182
3 N -1.446 -1.478 -0.116
4 N 0.000 0.172 -2.308
5 H -2.393 -1.192 0.156
6 H 1.037 -0.762 0.245
7 H 1.700 1.461 1.033
8 H 0.705 2.606 -0.015
9 H 2.006 1.530 -0.762
10 H -0.900 0.383 -2.752
11 H 0.347 -0.694 -2.742
12 H 0.638 0.924 -2.613
13 H -1.571 -2.077 -0.941
14 H -1.142 -2.107 0.619
15 S -1.382 0.794 4.320
16 C -1.219 0.626 2.746
17 N -1.027 0.428 1.574

Results
⟨S²⟩	6.030
E	-763.46170	a.u.
ΔE to the lowest compared entry with this formula, charge and spin	1.1181	eV
2S+1	5
net charge	+1


(7)
DFT (ωB97M-V/def2-TZVPD) results for an isolated ion of composition C3H2O3P and charge -1.

Geometry (Å):
1 O 0.519 -2.359 -0.083
2 C 0.228 -1.158 0.015
3 C -1.012 -0.604 -0.339
4 P -0.852 1.103 -0.419
5 C 0.918 1.023 0.072
6 O 1.697 1.907 0.195
7 O 1.227 -0.202 0.312
8 H -1.707 -1.257 -0.740
9 H -1.019 1.547 0.989

Results
E	-682.63415	a.u.
ΔE to the lowest compared entry with this formula, charge and spin	0.0000	eV
structure (SMILES)	O=C1C=[PH]=C([O-])O1
net charge	-1


(8)
DFT (ωB97M-V/def2-TZVPD) results for C33H44AsFeI2N6O2S4 as an isolated structure.

Geometry (Å):
1 Fe -0.128 1.219 -0.063
2 I 0.251 1.951 -5.031
3 C -1.448 1.521 -3.877
4 C -2.708 1.454 -4.466
5 C -3.817 1.221 -3.689
6 I -5.691 1.180 -4.653
7 C -3.714 1.004 -2.299
8 C -4.782 0.731 -1.430
9 C -4.514 0.449 -0.110
10 C -3.204 0.460 0.350
11 N -2.170 0.781 -0.410
12 C -2.413 1.047 -1.723
13 C -1.260 1.360 -2.505
14 O -0.101 1.499 -1.927
15 H -2.816 1.598 -5.531
16 H -5.800 0.733 -1.796
17 H -5.322 0.198 0.564
18 H -2.964 0.205 1.374
19 S -0.381 3.825 -0.567
20 S -1.283 5.491 -0.073
21 S 0.815 4.363 2.602
22 S 1.052 3.308 0.986
23 C 0.314 -4.911 -2.899
24 N 0.531 -3.527 -2.547
25 N 0.188 -2.997 -1.316
26 C 0.296 -1.619 -1.365
27 O 0.093 -0.912 -0.357
28 C 0.686 -1.318 -2.696
29 C 0.809 -2.494 -3.379
30 C 1.226 -2.703 -4.791
31 C -0.252 -3.763 -0.214
32 C -1.398 -3.353 0.460
33 C -1.851 -4.082 1.546
34 C -1.172 -5.220 1.960
35 C -0.022 -5.617 1.293
36 C 0.448 -4.887 0.213
37 H -0.510 -5.321 -2.319
38 H 1.204 -5.519 -2.726
39 H 0.054 -4.966 -3.953
40 H 0.845 -0.326 -3.070
41 H 1.369 -1.734 -5.264
42 H 0.474 -3.253 -5.359
43 H 2.165 -3.258 -4.832
44 H -1.920 -2.466 0.124
45 H -2.749 -3.770 2.063
46 H -1.538 -5.801 2.795
47 H 0.522 -6.494 1.619
48 H 1.355 -5.188 -0.294
49 C -2.739 3.629 4.312
50 C -3.215 3.442 2.889
51 N -2.274 2.605 2.168
52 C -1.466 1.676 2.714
53 N -0.619 0.988 1.947
54 C 0.006 -0.205 2.536
55 C -0.754 -0.765 3.719
56 C -0.931 0.363 4.707
57 N -1.627 1.449 4.050
58 C -2.472 2.267 4.911
59 H -3.486 4.157 4.904
60 H -1.821 4.210 4.299
61 H -3.261 4.401 2.377
62 H -4.214 2.988 2.871
63 H -2.202 2.729 1.174
64 H 1.021 0.042 2.868
65 H 0.082 -0.949 1.744
66 H -0.207 -1.594 4.169
67 H -1.735 -1.132 3.400
68 H 0.044 0.700 5.079
69 H -1.533 0.045 5.561
70 H -1.959 2.378 5.869
71 H -3.419 1.743 5.096
72 C 3.997 0.254 -3.040
73 C 3.747 -0.135 -1.585
74 As 2.550 1.110 -0.567
75 C 3.503 2.765 -1.125
76 C 4.965 2.915 -0.715
77 C 3.226 0.627 1.242
78 C 4.698 0.317 1.500
79 H 4.475 -0.568 -3.578
80 H 4.663 1.116 -3.099
81 H 3.075 0.506 -3.567
82 H 4.701 -0.177 -1.060
83 H 3.300 -1.128 -1.523
84 H 2.941 3.624 -0.771
85 H 3.409 2.766 -2.214
86 H 5.044 3.147 0.347
87 H 5.431 3.734 -1.268
88 H 5.538 2.007 -0.915
89 H 2.634 -0.258 1.489
90 H 2.896 1.422 1.913
91 H 5.026 -0.573 0.961
92 H 4.843 0.119 2.565
93 H 5.350 1.144 1.226

Results
⟨S²⟩	8.775
E	-7450.56575	a.u.
ΔE to the lowest compared entry with this formula, charge and spin	0.8831	eV
2S+1	6


| no. | largest force on an atom (eV/A) |
| --- | --- |
| 1 | 4.87 |
| 2 | 3.97 |
| 3 | 4.92 |
| 4 | 3.10 |
| 5 | 2.93 |
| 6 | 5.02 |
| 7 | 3.52 |
| 8 | 2.13 |